Here is one molecule with the formula C28H34N4O3 from the Open Molecules 2025 dataset. Energies are from ωB97M-V with the def2-TZVPD basis set.

Last column: Löwdin charge in e.
CARTESIAN COORDINATES (ANGSTROEM)
O: -4.06 -3.23 1.28  0.058
O: -0.33 -0.41 0.86  0.006
O: 4.81 1.57 -2.17  0.064
N: -0.05 -2.88 1.66  0.046
N: 2.06 -3.66 -0.31  -0.167
N: 2.97 1.15 -0.87  0.136
N: 2.85 -1.34 -1.70  -0.202
C: 1.78 3.25 1.88  -0.048
C: 0.84 -3.98 1.91  -0.148
C: 3.83 3.26 0.01  -0.007
C: 3.51 -0.41 -2.59  -0.095
C: -3.58 -2.14 1.01  -0.377
C: 1.17 -2.99 -1.23  -0.166
C: 1.45 -4.58 0.61  -0.169
C: -3.71 -0.02 -0.35  -0.271
C: 2.69 4.30 1.88  -0.293
C: -5.75 2.27 -2.58  -0.083
C: 1.99 -2.32 -2.33  -0.164
C: -4.45 -0.98 0.59  -0.059
C: -6.28 3.16 -1.67  -0.093
C: -4.61 1.10 -0.81  -0.203
C: -4.92 1.25 -2.15  -0.035
C: -2.47 0.50 0.36  -0.057
C: 3.00 -2.73 0.28  -0.167
C: 3.71 4.29 0.93  -0.043
C: -5.99 3.02 -0.32  -0.079
C: 2.91 2.22 0.02  -0.215
C: 3.79 -2.02 -0.82  -0.158
C: 3.86 0.89 -1.86  -0.461
C: 1.88 2.22 0.97  -0.016
C: -5.16 2.00 0.10  -0.040
C: -1.55 -0.61 0.79  -0.339
C: 2.57 5.43 2.86  -0.059
C: -1.35 -2.96 1.49  0.000
C: -2.14 -1.89 1.10  -0.079
H: 3.54 5.86 3.08  0.074
H: 4.63 3.27 -0.71  0.098
H: -4.94 1.90 1.16  0.110
H: -1.91 1.20 -0.27  0.138
H: 2.26 0.43 -0.75  0.132
H: 3.69 -3.28 0.92  0.129
H: 2.21 -5.30 0.93  0.120
H: 4.39 -2.76 -1.37  0.132
H: -5.35 -1.37 0.12  0.137
H: 0.30 -4.78 2.43  0.124
H: 0.98 3.24 2.60  0.109
H: 0.34 -1.95 1.46  0.105
H: -5.97 2.38 -3.63  0.102
H: 4.43 5.09 0.92  0.111
H: 2.10 5.09 3.78  0.073
H: 0.50 -3.73 -1.67  0.126
H: 0.56 -2.21 -0.75  0.104
H: 2.57 -3.08 -2.88  0.129
H: -3.39 -0.59 -1.24  0.152
H: 2.82 -0.15 -3.40  0.133
H: -2.76 1.05 1.26  0.135
H: 4.46 -1.28 -0.38  0.130
H: 1.17 1.41 0.98  0.084
H: -4.75 -0.45 1.50  0.135
H: 2.50 -1.95 0.89  0.121
H: -6.93 3.96 -2.00  0.101
H: 1.94 6.22 2.44  0.081
H: 0.67 -5.12 0.07  0.120
H: -1.84 -3.91 1.67  0.148
H: 1.64 -3.63 2.56  0.119
H: -6.40 3.71 0.40  0.103
H: -4.50 0.56 -2.87  0.111
H: 4.43 -0.81 -3.05  0.134
H: 1.32 -1.81 -3.03  0.124

## Properties
- LUMO level: 0.31 eV
- Total charge: 0
- SMILES: Cc1ccc(NC(=O)CN2CCN(CCNC=C3C(=O)CC(c4ccccc4)CC3=O)CC2)cc1
- Energy relative to the best compared isomer or geometry (same formula, charge and spin): 158.1 kJ/mol

Here is a 2-piece molecular cluster, C27H37N2 overall from the Open Molecules 2025 dataset. Energies are from ωB97M-V with the def2-TZVPD basis set.

Last column: Löwdin charge in e.
CARTESIAN COORDINATES (ANGSTROEM)
N: 0.78 2.81 -2.74  0.131
N: -0.09 1.22 -1.49  0.096
C: -2.95 -2.24 -1.66  -0.140
C: 3.08 3.12 -1.84  -0.038
C: -2.17 -3.67 -3.48  -0.208
C: -0.33 2.05 -2.51  -0.394
C: 1.25 -2.15 4.04  -0.002
C: 1.76 2.47 -1.83  -0.311
C: -1.25 -1.23 -0.14  0.114
C: -1.59 -2.03 -1.22  -0.101
C: -0.80 -3.34 4.30  -0.011
C: -4.15 -1.73 -0.94  -0.028
C: -1.51 2.29 -3.35  -0.020
C: 1.19 1.49 -1.05  -0.105
C: -2.95 -2.60 3.37  -0.049
C: -0.54 -2.71 -1.94  -0.157
C: -0.85 -3.51 -3.03  0.016
C: -2.44 0.61 3.03  -0.037
C: -0.77 -1.30 2.96  -0.119
C: -2.17 -0.66 0.85  -0.138
C: -3.19 -3.05 -2.76  0.015
C: -1.47 -2.38 3.52  -0.200
C: -1.47 -0.20 2.16  -0.301
C: 1.23 -4.29 5.42  -0.048
C: 1.42 -0.03 2.79  -0.044
C: -2.45 -4.47 -4.71  -0.018
C: 0.56 -3.24 4.58  -0.263
C: 0.60 -1.20 3.26  -0.210
C: 0.89 -2.66 -1.48  -0.024
H: 1.02 -3.08 -0.47  0.106
H: -2.89 1.43 2.44  0.088
H: 1.29 -1.64 -1.49  0.084
H: 1.50 -3.27 -2.16  0.091
H: -2.36 1.70 -3.00  0.079
H: -4.35 -2.31 -0.03  0.109
H: -1.75 3.36 -3.29  0.090
H: -2.11 -5.51 -4.60  0.103
H: 1.03 0.93 3.17  0.096
H: 3.61 2.90 -2.78  0.090
H: -1.90 1.04 3.88  0.096
H: 2.29 -4.08 5.55  0.078
H: 3.68 2.74 -1.02  0.086
H: 1.50 0.03 1.69  0.053
H: -1.36 -4.18 4.72  0.130
H: 2.45 -0.13 3.17  0.083
H: -3.27 0.02 3.43  0.071
H: -5.04 -1.85 -1.56  0.095
H: -2.71 0.23 0.45  0.147
H: -0.20 -1.07 0.08  0.113
H: -1.92 -4.03 -5.57  0.104
H: -4.23 -3.23 -3.07  0.130
H: -3.53 -4.46 -4.92  0.087
H: -3.40 -2.84 4.35  0.099
H: -3.16 -3.46 2.71  0.096
H: 1.63 0.99 -0.21  0.079
H: -2.94 -1.40 1.09  0.092
H: -4.07 -0.67 -0.69  0.083
H: 0.86 3.52 -3.46  0.173
H: 2.31 -2.03 4.26  0.116
H: -0.70 0.50 1.82  0.117
H: 3.00 4.21 -1.75  0.088
H: 1.11 -5.27 4.95  0.087
H: -3.48 -1.73 2.97  0.043
H: 0.76 -4.35 6.41  0.089
H: -0.05 -4.05 -3.55  0.134
H: -1.27 2.03 -4.39  0.089

## Properties
- LUMO level: -4.80 eV
- Total charge: +1
- Energy relative to the best compared isomer or geometry (same formula, charge and spin): 0.0 kJ/mol

no.,HOMO level (eV)
1,-7.97
2,-10.78